Density functional theory data (ωB97M-V/def2-TZVPD) for a structure of composition C4H5NaO5.

energy relative to the best compared isomer or geometry (same formula, charge and spin): 0.725 eV
Kohn-Sham gap (alpha / beta): 9.081 / 8.593 eV

ORCA input file:
```
! wB97M-V def2-TZVPD RIJCOSX def2/J DEFGRID3
* xyz 1 2
O 1.8820 -0.2036 -0.4043
C 1.4737 0.3694 -1.4172
O 1.5289 -0.0067 -2.5860
O 0.5221 1.4427 -1.1754
Na 3.3578 -1.3418 -1.8592
C -0.7022 1.2494 -0.7607
C -1.3829 -0.0087 -0.7293
H -1.2260 2.1673 -0.4889
H -1.0482 -0.7891 -1.4144
H -2.4622 0.0614 -0.5843
H -0.3584 0.5883 2.0386
O -0.9475 -0.9795 0.8776
C -0.5565 -0.4893 1.9309
O -0.1822 -1.2766 2.8944
H 0.1017 -0.7832 3.6782
*
```

=====

Density functional theory data (ωB97M-V/def2-TZVPD) for the molecule H6N3OP.

Kohn-Sham gap (alpha / beta): 4.398 / 5.653 eV

ORCA input file:
```
! wB97M-V def2-TZVPD RIJCOSX def2/J DEFGRID3
* xyz 0 3
N 0.6740 1.4452 0.1554
N 0.9622 -1.3710 0.2110
N -1.0682 -0.0809 -1.1464
O -1.0289 -0.2096 1.5792
P -0.1683 -0.0600 0.3815
H 0.5879 1.9960 -0.7364
H 0.6881 2.1258 0.9383
H 1.8509 -1.1463 -0.2415
H 0.8836 -2.0848 1.0306
H -1.5397 -1.0677 -1.2624
H -1.8417 0.4533 -0.9092
*
```

=====

Density functional theory data (ωB97M-V/def2-TZVPD) for a structure of composition C31H59Cl23N5O2.

energy relative to the best compared isomer or geometry (same formula, charge and spin): 1.517 eV
Kohn-Sham gap: 8.239 eV

ORCA input file:
```
! wB97M-V def2-TZVPD RIJCOSX def2/J DEFGRID3
* xyz 1 1
C -0.7010 -1.5486 2.7513
C -0.4620 -0.7028 1.8944
N -0.5126 0.4732 1.0623
C -1.5817 0.6486 0.2706
N -1.8415 1.7622 -0.5957
C -3.0961 1.4294 -1.1529
Cl -3.9642 2.4771 -2.3121
N -3.5333 0.1859 -0.6839
O -4.6306 -0.5377 -0.9616
C -5.8650 0.1613 -0.5551
C -6.8886 -0.9888 -0.0915
N -8.2241 -0.7282 -0.6783
C -8.7836 0.5533 -0.1902
C -10.3682 0.5189 0.0256
C -10.7460 1.8128 0.9004
O -10.7994 -0.6314 0.7689
N -2.6208 -0.2910 0.2005
H -1.1027 -2.2005 3.5780
H 0.2411 1.1638 1.1085
H -5.7055 0.9214 0.2673
H -6.2945 0.6317 -1.4873
H -6.5231 -1.9874 -0.5341
H -6.8901 -1.0556 1.0435
H -8.8189 -1.5321 -0.4502
H -8.3048 0.9130 0.7804
H -8.5931 1.3782 -0.9625
H -10.8190 0.5618 -1.0257
H -11.7622 2.1784 0.5659
H -9.9784 2.6200 0.7089
H -10.7488 1.5243 1.9947
H -11.7540 -0.6010 0.9640
H -2.7795 -1.2091 0.6418
Cl -9.5761 -4.1736 -0.3883
C -8.3842 -5.4865 -0.2055
C -7.1685 -5.0475 0.5792
Cl -6.1764 -3.8675 -0.3233
H -8.1126 -5.8391 -1.2002
H -8.8884 -6.3004 0.3183
H -6.5288 -5.9076 0.7839
H -7.4461 -4.5961 1.5323
Cl 0.0140 -4.4006 -1.4098
C -1.7375 -4.5051 -1.7199
C -2.5053 -3.4011 -1.0282
Cl -2.5066 -3.5900 0.7487
H -2.0796 -5.4912 -1.4032
H -1.8731 -4.4281 -2.8015
H -3.5487 -3.4188 -1.3479
H -2.0932 -2.4188 -1.2638
Cl 4.6365 0.0582 3.2783
C 4.2160 -1.4814 4.0696
C 3.3023 -2.3298 3.2121
Cl 1.6701 -1.6173 3.0562
H 3.7639 -1.2539 5.0356
H 5.1522 -2.0121 4.2491
H 3.1758 -3.3133 3.6663
H 3.7070 -2.4686 2.2091
Cl 6.0548 3.5501 4.8318
C 5.4881 4.8732 3.7805
C 4.1906 4.5318 3.0830
Cl 4.4011 3.2508 1.8589
H 6.2797 5.1007 3.0654
H 5.3448 5.7461 4.4194
H 3.8101 5.4121 2.5569
H 3.4290 4.2013 3.7908
Cl 5.4742 -4.9964 3.5659
C 7.2328 -4.7081 3.5017
C 7.6005 -3.6368 2.4973
Cl 7.3269 -4.1663 0.8199
H 7.7225 -5.6555 3.2753
H 7.5390 -4.3973 4.5019
H 8.6613 -3.3972 2.5834
H 7.0310 -2.7206 2.6595
Cl -2.0354 -8.7799 -4.3530
C -1.5202 -7.7765 -5.7317
C -1.1757 -6.3645 -5.3110
Cl -2.6165 -5.4464 -4.7964
H -2.3159 -7.7904 -6.4772
H -0.6411 -8.2578 -6.1629
H -0.7400 -5.8226 -6.1518
H -0.4570 -6.3536 -4.4905
Cl 6.3659 6.6724 -0.3509
C 4.6161 6.5351 -0.6524
C 3.8288 7.6295 0.0398
Cl 3.8390 7.4449 1.8143
H 4.2936 5.5435 -0.3302
H 4.4758 6.6043 -1.7310
H 2.7847 7.5911 -0.2759
H 4.2186 8.6178 -0.1987
Cl -6.7648 -7.5998 -2.1052
C -5.7643 -7.5063 -3.5784
C -6.5845 -7.1736 -4.8057
Cl -7.6698 -8.5068 -5.2700
H -5.2395 -8.4548 -3.6913
H -5.0222 -6.7258 -3.4071
H -5.9224 -6.9944 -5.6546
H -7.1917 -6.2805 -4.6530
Cl 4.5774 9.0820 -2.8416
C 6.3371 9.3657 -2.9081
C 6.7052 10.4321 -3.9169
Cl 6.4282 9.8955 -5.5926
H 6.8245 8.4164 -3.1309
H 6.6447 9.6791 -1.9091
H 7.7669 10.6697 -3.8324
H 6.1373 11.3491 -3.7570
Cl 13.0256 -3.8001 -1.5278
C 11.2753 -3.9393 -1.8255
C 10.4890 -2.8493 -1.1295
Cl 10.5030 -3.0369 0.6413
H 10.9551 -4.9312 -1.5052
H 11.1311 -3.8665 -2.9047
H 9.4438 -2.8888 -1.4426
H 10.8781 -1.8590 -1.3675
Cl 5.0900 8.6437 4.2923
C 3.8546 9.8329 4.7738
C 4.4227 11.2309 4.8917
Cl 5.5378 11.3887 6.2712
H 3.4115 9.4996 5.7127
H 3.0794 9.8122 4.0050
H 3.6146 11.9458 5.0553
H 4.9585 11.5236 3.9883
*
```

=====

Density functional theory data (ωB97M-V/def2-TZVPD) for a cluster of 2 separate species, C5H13N2 in total.

energy relative to the best compared isomer or geometry (same formula, charge and spin): 2.947 eV
Kohn-Sham gap: 10.261 eV

ORCA input file:
```
! wB97M-V def2-TZVPD RIJCOSX def2/J DEFGRID3
* xyz 1 1
C -0.3175 2.4876 0.0822
C -1.1174 -2.2192 -0.4824
C -1.1854 1.2516 1.7808
C 2.1134 -0.1936 -0.9046
C 0.2713 -1.8865 -0.8669
N -0.5211 1.3414 0.5131
N 0.7852 -0.7260 -0.6852
H -0.6420 3.3788 0.5392
H 0.2148 0.0062 -0.2661
H 0.3788 2.5452 -0.6998
H -1.6880 -1.4476 0.1763
H -0.9910 -3.1622 -0.0264
H -1.6585 -2.3307 -1.3723
H -1.2856 2.3712 2.0626
H -0.4526 0.9334 2.5098
H -2.1908 0.8103 1.7739
H 2.3384 -0.0429 -1.9649
H 2.8834 -0.9978 -0.5913
H 2.2864 0.6811 -0.2854
H 0.7780 -2.8005 -1.2926
*
```

=====

Density functional theory data (ωB97M-V/def2-TZVPD) for the molecule C3H5NO3.

energy relative to the best compared isomer or geometry (same formula, charge and spin): 0.918 eV
Kohn-Sham gap: 10.571 eV

ORCA input file:
```
! wB97M-V def2-TZVPD RIJCOSX def2/J DEFGRID3
* xyz 0 1
O -1.0380 2.7019 -1.0846
C -1.0580 1.7944 -0.2932
N -0.7055 0.5083 -0.5941
C -0.3909 -0.4979 0.4446
C 0.8448 -1.2956 0.0623
O 0.8367 -2.4428 -0.2836
O 1.9565 -0.6263 0.4143
H -1.4360 1.8291 0.7396
H -0.3565 0.3195 -1.5187
H -0.2448 0.0148 1.3861
H -1.2088 -1.2167 0.3987
H 2.8006 -1.0888 0.3287
*
```

=====

Density functional theory data (ωB97M-V/def2-TZVPD) for the molecule C7H13N5O3.

energy relative to the best compared isomer or geometry (same formula, charge and spin): 0.000 eV
Kohn-Sham gap: 9.416 eV

ORCA input file:
```
! wB97M-V def2-TZVPD RIJCOSX def2/J DEFGRID3
* xyz 0 1
C 0.5128 0.6077 -1.7387
N 0.8321 0.4145 -0.3986
C 2.1542 0.7705 0.0551
C 3.1782 -0.4067 -0.1787
O 4.3180 -0.1670 -0.2314
O 2.6741 -1.6496 -0.2593
C -0.2951 0.5865 0.4858
N 0.2026 0.3325 1.7684
C -1.2331 1.8270 0.4947
C -2.5905 1.2815 -0.0234
N -2.5930 0.0236 -0.0854
N -1.2729 -0.4939 0.0478
C -0.9735 -1.8250 0.1787
N -2.0772 -2.5946 -0.1264
O 0.1198 -2.2244 0.4934
H 0.5971 1.5912 -2.1401
H 1.0496 -0.1757 -2.3600
H -0.5158 0.1791 -2.0020
H 2.5673 1.6375 -0.4744
H 2.0437 1.0471 1.0512
H 1.6769 -1.7783 -0.1374
H -0.4630 0.0667 2.4614
H 0.8942 -0.3511 1.6839
H -1.0769 2.7555 -0.2207
H -1.1974 2.3085 1.4874
H -3.4644 1.8652 -0.3364
H -2.9832 -2.1558 0.0774
H -2.0846 -3.4725 0.4276
*
```

=====

Density functional theory data (ωB97M-V/def2-TZVPD) for the molecule C4H4OS2.

energy relative to the best compared isomer or geometry (same formula, charge and spin): 0.411 eV
Kohn-Sham gap: 8.415 eV

ORCA input file:
```
! wB97M-V def2-TZVPD RIJCOSX def2/J DEFGRID3
* xyz 0 1
S 1.9788 -1.8156 1.2854
C 0.9175 -0.7113 0.6553
C 0.2061 -0.7329 -0.6615
C -0.8241 0.4287 -0.5434
C -0.2940 1.1911 0.6584
S -0.4259 2.7122 1.1476
O 0.5185 0.3164 1.4402
H 0.8597 -0.8024 -1.5629
H -0.2552 -1.7538 -0.6692
H -0.8477 1.0457 -1.3777
H -1.8337 0.1221 -0.3722
*
```

=====

Density functional theory data (ωB97M-V/def2-TZVPD) for the molecule C7H12O6Si.

energy relative to the best compared isomer or geometry (same formula, charge and spin): 0.009 eV
Kohn-Sham gap: 10.633 eV

ORCA input file:
```
! wB97M-V def2-TZVPD RIJCOSX def2/J DEFGRID3
* xyz 0 1
C 1.5044 1.4568 3.3374
C 1.5082 0.9084 1.8972
O 2.5754 0.9276 1.2846
O 0.3055 0.4873 1.4804
Si 0.0268 -0.1798 0.0196
C 1.5423 0.0833 -1.0671
O -1.3366 0.4689 -0.6681
C -1.3663 1.7445 -1.1072
C -2.6968 2.4018 -1.3806
O -0.3619 2.3939 -1.2536
O -0.1011 -1.8253 0.2070
C -0.1334 -2.5610 -0.9132
C -0.5653 -3.9801 -0.7478
O 0.1991 -2.1710 -2.0060
H 0.7700 2.2641 3.3783
H 1.2256 0.6505 4.0128
H 2.4887 1.8697 3.6031
H 1.7543 1.1484 -1.2286
H 2.3487 -0.2929 -0.4184
H 1.4457 -0.4858 -1.9875
H -3.2330 2.5195 -0.4369
H -3.2801 1.7442 -2.0176
H -2.5366 3.3675 -1.8526
H -0.9687 -4.3256 -1.6963
H -1.3731 -3.9978 -0.0020
H 0.2582 -4.6173 -0.4370
*
```

=====

Density functional theory data (ωB97M-V/def2-TZVPD) for a structure of composition C3H5FO2.

energy relative to the best compared isomer or geometry (same formula, charge and spin): 3.129 eV
Kohn-Sham gap: 10.579 eV

ORCA input file:
```
! wB97M-V def2-TZVPD RIJCOSX def2/J DEFGRID3
* xyz 0 1
C 0.3524 -1.0512 0.4194
C -0.7168 -0.1820 0.3468
C -0.1097 1.0735 -0.3178
H 1.5227 -0.2311 -1.0490
H -2.0057 -0.6629 0.0841
H -0.8650 0.3677 1.3858
H -0.8448 1.6443 -0.3486
H 0.7410 1.3976 0.2870
O 1.4938 -0.9482 -0.2845
O 0.1584 -2.0442 1.1534
F 0.2739 0.6364 -1.6766
*
```

=====

Density functional theory data (ωB97M-V/def2-TZVPD) for a structure of composition C14H23BBeBrClKLiMgN2NaO8P.

Kohn-Sham gap: 1.937 eV

ORCA input file:
```
! wB97M-V def2-TZVPD RIJCOSX def2/J DEFGRID3
* xyz 2 1
C -6.9192 -1.0286 -3.6032
C -6.6181 0.1234 -3.6284
C -5.8946 1.4263 -3.7044
C -4.5524 1.3188 -2.9271
C -3.2720 1.3678 -3.8129
B -2.4344 0.0302 -3.8217
Br -1.8506 -0.6628 -5.6079
C -2.0027 -0.8196 -2.5965
C -2.2858 -0.1726 -1.2087
C -1.1956 -0.5551 -0.1836
N 0.1366 -0.0560 -0.3709
O -1.4508 -1.2720 0.7296
H -7.1793 -1.9824 -3.2076
H -6.5133 2.1584 -3.1770
H -5.7938 1.7635 -4.7320
H -4.5113 2.1693 -2.2479
H -4.6040 0.4408 -2.2900
H -2.6557 2.2418 -3.5787
H -3.6076 1.5411 -4.8435
H -2.5246 -1.7789 -2.6543
H -0.9202 -1.0208 -2.6943
H -2.4652 0.9016 -1.2532
H -3.1934 -0.6379 -0.8296
H 0.1567 0.5285 -1.1993
H 0.2980 0.5437 0.4486
O 1.3677 1.6737 1.6559
C 2.5589 1.5465 1.7677
O 3.1299 1.0456 2.8610
C 4.5620 1.1140 2.7662
C 4.8461 1.1954 1.2666
C 3.6190 1.9516 0.7568
H 4.9035 1.9944 3.3236
H 5.0000 0.2339 3.2271
H 5.7998 1.6770 1.0263
H 4.8653 0.1939 0.8366
H 3.7519 3.0344 0.8011
H 3.3375 1.6469 -0.2480
Na -8.6889 0.9460 -2.2923
O -2.7494 -3.6261 2.2883
H -2.3652 -2.9058 1.7656
O 6.3746 0.7978 6.2356
P 5.7898 2.1869 6.1170
O 6.3676 3.0954 7.2757
O 4.2855 2.1810 6.1599
O 6.3009 2.8354 4.7570
Be 0.7624 -2.2362 -1.3784
K -0.6568 1.1922 -6.4093
C -0.2854 -4.8631 1.7055
C 0.8907 -5.4402 1.1140
N 1.8241 -5.9099 0.5989
H -1.1794 -5.2459 1.2169
H -0.3311 -5.0966 2.7662
H -0.2559 -3.7712 1.5802
Li 6.5416 3.2318 2.8630
Cl 3.1574 -4.4143 0.1442
Mg 8.3293 3.1670 6.4453
*
```

=====

Density functional theory data (ωB97M-V/def2-TZVPD) for a structure of composition C32H41Cl5IrN5S4SbSi3.

energy relative to the best compared isomer or geometry (same formula, charge and spin): 1.606 eV
Kohn-Sham gap: 5.465 eV

ORCA input file:
```
! wB97M-V def2-TZVPD RIJCOSX def2/J DEFGRID3
* xyz 1 1
Ir -1.1311 0.5765 -0.1098
C -4.3038 -3.2247 1.9300
N -4.1389 -1.8497 2.3835
C -4.8177 -1.2485 3.4336
C -4.4844 0.0465 3.4371
N -3.5911 0.2490 2.3762
C -3.3785 -0.9383 1.7536
S -2.3325 -1.3788 0.5022
C -3.2224 1.5458 1.9480
C -4.1629 2.5587 2.0393
C -3.7998 3.8493 1.7083
C -2.4804 4.0843 1.3544
C -1.6210 3.0146 1.2857
N -1.9811 1.7325 1.5124
H -5.0253 -3.7175 2.5735
H -3.3529 -3.7547 1.9653
H -4.6651 -3.2318 0.9024
H -5.4591 -1.8040 4.0947
H -4.7581 0.8372 4.1113
H -5.1708 2.3281 2.3524
H -4.5246 4.6513 1.7361
H -2.1280 5.0824 1.1343
H -0.5772 3.1503 1.0347
Cl 0.0077 2.7235 -1.7611
C -1.6802 2.5757 -2.1548
C -2.3866 1.6534 -1.4131
C -3.7666 1.6391 -1.6123
Cl -4.7795 0.5415 -0.7277
C -4.3920 2.4956 -2.5238
Cl -6.1029 2.5187 -2.6770
C -3.6211 3.3538 -3.3081
Cl -4.3636 4.3637 -4.4773
C -2.2423 3.3966 -3.1218
Cl -1.2630 4.4549 -4.0480
C 1.7096 3.7452 2.9496
Si 1.2854 2.0064 3.5123
C 2.6710 1.3470 4.5819
C -0.3198 1.9533 4.4838
Sb 1.2029 0.5110 1.3698
Si 1.2537 -1.9640 2.2093
C -0.2054 -2.1759 3.3873
C 2.8843 -2.1953 3.1122
C 1.0789 -3.1737 0.8005
Si 3.4959 0.7792 0.1277
C 4.7579 1.2146 1.4396
C 3.2594 2.1367 -1.1305
C 3.9339 -0.8429 -0.6849
H 1.9625 4.3669 3.8129
H 0.8855 4.2333 2.4252
H 2.5732 3.7364 2.2808
H 2.7628 1.9644 5.4812
H 3.6280 1.3775 4.0592
H 2.4887 0.3188 4.8992
H -0.1911 2.4863 5.4300
H -0.6078 0.9253 4.7151
H -1.1434 2.4240 3.9458
H -0.5767 -1.2201 3.7647
H 0.0732 -2.7935 4.2452
H -1.0265 -2.6702 2.8650
H 2.8191 -1.8319 4.1396
H 3.7056 -1.6744 2.6178
H 3.1392 -3.2585 3.1534
H 0.2259 -2.9202 0.1707
H 0.9143 -4.1773 1.2046
H 1.9661 -3.2009 0.1656
H 4.5533 2.1785 1.9108
H 5.7509 1.2707 0.9835
H 4.7971 0.4513 2.2195
H 2.7484 3.0039 -0.7060
H 2.6515 1.7605 -1.9567
H 4.2155 2.4702 -1.5411
H 4.1967 -1.6099 0.0474
H 4.7954 -0.6984 -1.3439
H 3.1011 -1.2053 -1.2893
S -1.7062 -2.6834 -6.5204
C -0.8065 -2.1712 -5.2427
S -1.5584 -1.3335 -3.9039
C -0.0171 -1.2600 -3.0895
N 0.9382 -1.7884 -3.7515
N 0.5257 -2.2993 -4.9594
C 1.5608 -2.9083 -5.7513
C 2.7818 -3.1768 -5.1296
C 3.8220 -3.7326 -5.8528
C 3.6582 -4.0419 -7.1961
C 2.4437 -3.7834 -7.8048
C 1.3951 -3.2092 -7.0971
S 0.3216 -0.5700 -1.5374
H 2.9085 -2.9441 -4.0845
H 4.7667 -3.9264 -5.3612
H 4.4756 -4.4755 -7.7572
H 2.3011 -4.0240 -8.8502
H 0.4702 -2.9955 -7.6033
*
```

=====

Density functional theory data (ωB97M-V/def2-TZVPD) for the molecule C25H30N2O3.

energy relative to the best compared isomer or geometry (same formula, charge and spin): 1.114 eV
Kohn-Sham gap: 9.299 eV

ORCA input file:
```
! wB97M-V def2-TZVPD RIJCOSX def2/J DEFGRID3
* xyz 0 1
C -6.9033 -0.3306 -0.6563
C -5.6130 0.2312 -1.2467
N -4.4415 -0.2424 -0.5303
C -4.0436 0.4977 0.6409
C -3.1575 1.6900 0.3482
C -2.7132 2.4715 1.4081
C -1.8907 3.5599 1.1844
C -1.5024 3.8831 -0.1053
C -1.9429 3.1121 -1.1659
C -2.7661 2.0212 -0.9412
C -3.8270 -1.3695 -0.9646
O -4.2197 -1.9903 -1.9355
C -2.6382 -1.8321 -0.1765
C -2.7022 -3.0638 0.4686
C -1.5993 -3.5304 1.1558
C -0.4238 -2.7976 1.2034
C -0.3480 -1.5741 0.5469
O 0.7279 -0.7426 0.5240
C 1.9497 -1.1279 1.1324
C 2.7721 0.1528 1.3049
C 3.1715 0.7194 -0.0612
N 3.9023 -0.2715 -0.8133
C 5.2453 -0.2978 -1.0114
O 5.8132 -1.2925 -1.4244
C 5.9811 0.9799 -0.7265
C 7.4790 0.9232 -0.7059
C 6.7306 1.0887 0.5757
C 3.1283 -1.4713 -1.0562
C 2.7221 -2.1287 0.2626
C -1.4635 -1.1019 -0.1464
H -7.0184 -0.0383 0.3856
H -6.8903 -1.4157 -0.7158
H -7.7581 0.0392 -1.2159
H -5.6199 1.3239 -1.2175
H -5.5178 -0.1026 -2.2827
H -4.9485 0.8493 1.1505
H -3.5192 -0.1717 1.3303
H -3.0135 2.2190 2.4154
H -1.5510 4.1572 2.0178
H -0.8593 4.7325 -0.2815
H -1.6445 3.3570 -2.1747
H -3.0977 1.4217 -1.7764
H -3.6114 -3.6430 0.4242
H -1.6450 -4.4829 1.6627
H 0.4175 -3.1952 1.7491
H 1.7518 -1.5601 2.1247
H 2.1797 0.8918 1.8452
H 3.6670 -0.0770 1.8848
H 3.7697 1.6175 0.0771
H 2.2621 0.9768 -0.6146
H 5.5153 1.8746 -1.1197
H 7.9248 -0.0380 -0.9098
H 8.0283 1.7638 -1.1008
H 6.6878 0.2460 1.2496
H 6.7497 2.0469 1.0744
H 3.7429 -2.1509 -1.6480
H 2.2316 -1.1986 -1.6220
H 2.1050 -3.0030 0.0526
H 3.6142 -2.4518 0.8013
H -1.3798 -0.1542 -0.6542
*
```

=====

Number 1: electronic energy -18875.51660 eV. Number 2: electronic energy -15899.31705 eV. Number 3: electronic energy -332653.98973 eV. Number 4: electronic energy -8367.86302 eV. Number 5: electronic energy -10824.76964 eV. Number 6: electronic energy -21061.88599 eV. Number 7: electronic energy -27929.75232 eV. Number 8: electronic energy -27620.82942 eV. Number 9: electronic energy -10001.33449 eV. Number 10: electronic energy -153549.74092 eV. Number 11: electronic energy -180260.57087 eV. Number 12: electronic energy -35535.01587 eV.